# C3H10N

An isolated ion of composition C3H10N and charge +1 in a non-equilibrium geometry (ωB97M-V/def2-TZVPD, OMol25).

```
! wB97M-V def2-TZVPD RIJCOSX def2/J DEFGRID3
* xyz 1 1
C 0.325 1.785 -0.418
C 0.112 0.357 -0.586
C 0.195 -0.355 0.721
N -0.524 -1.787 0.442
H -0.539 2.255 -0.025
H 1.289 2.059 -0.082
H 0.491 2.261 -1.375
H -0.845 0.201 -1.061
H 0.853 -0.043 -1.383
H 1.292 -0.570 1.105
H -0.465 0.025 1.620
H 0.053 -2.626 0.456
H -1.311 -1.847 1.107
H -0.927 -1.715 -0.521
*
```

Calculated values
SMILES   CCC[NH3+]
Calculated total energy   -174.76801 hartree
HOMO level   -0.588 Eh
Lowest unoccupied orbital energy   -3.8 eV
F_max   3.120 eV/A